1.
104
Properties=species:S:1:pos:R:3:mulliken_charge:R:1 method="wB97M-V/def2-TZVPD" homo_ev=-8.38 e_tot_ha=-2809.524937 max_force_ev_per_a=1.1 smiles="CCCCNc1cccc2c1C(=O)C=CC2=O.COC(=O)OC.COC(=O)OC.COC(=O)OC.COC(=O)OC.COC(=O)OC.COC(=O)OC" e_lumo_ev=-0.89
C -1.04 -2.16 1.93 -1.124
C -1.30 -3.25 0.88 -0.345
C -0.75 -2.94 -0.52 -0.739
C 0.60 -3.63 -0.77 -0.957
N 1.54 -3.34 0.32 0.238
C 2.52 -4.27 0.64 0.088
C 2.30 -5.66 0.61 -0.767
C 3.29 -6.57 0.96 -0.815
C 4.55 -6.14 1.37 -0.913
C 4.78 -4.77 1.44 0.799
C 3.80 -3.84 1.07 0.631
C 4.16 -2.41 1.17 0.430
O 3.77 -1.55 0.41 -0.628
C 5.11 -2.07 2.26 -0.567
C 6.04 -2.96 2.60 -0.481
C 6.09 -4.27 1.92 0.084
O 7.11 -4.89 1.79 -0.543
H -1.81 -2.14 2.69 0.357
H -0.07 -2.33 2.40 0.252
H -0.97 -1.20 1.42 0.223
H -0.92 -4.21 1.23 0.237
H -2.38 -3.37 0.82 0.424
H -1.46 -3.35 -1.23 0.343
H -0.65 -1.86 -0.65 0.396
H 1.00 -3.25 -1.71 0.329
H 0.39 -4.69 -0.85 0.349
H 1.95 -2.44 0.14 0.311
H 1.33 -6.03 0.31 0.597
H 3.07 -7.63 0.91 0.464
H 5.33 -6.82 1.65 0.495
H 5.05 -1.11 2.75 0.420
H 6.76 -2.74 3.38 0.405
C -1.85 -10.71 1.52 -0.651
O -1.23 -9.62 0.84 -0.286
C -0.31 -9.99 -0.05 0.747
O 0.03 -11.12 -0.30 -0.548
O 0.19 -8.89 -0.61 -0.217
C 1.21 -9.14 -1.59 -0.744
H -2.58 -10.27 2.20 0.215
H -2.37 -11.36 0.82 0.298
H -1.12 -11.28 2.09 0.298
H 0.81 -9.73 -2.41 0.353
H 2.06 -9.64 -1.14 0.336
H 1.52 -8.16 -1.96 0.205
C -6.32 -1.89 0.23 -0.680
O -5.11 -1.27 0.66 -0.225
C -5.19 0.06 0.80 0.697
O -6.18 0.72 0.61 -0.566
O -4.01 0.51 1.20 -0.181
C -3.94 1.92 1.39 -0.598
H -6.11 -2.95 0.16 0.207
H -7.11 -1.73 0.96 0.296
H -6.63 -1.51 -0.74 0.306
H -4.64 2.24 2.16 0.204
H -4.14 2.45 0.46 0.310
H -2.93 2.15 1.71 0.219
C 1.74 3.39 -0.95 -0.589
O 0.35 3.56 -0.64 -0.215
C -0.04 4.83 -0.57 0.703
O 0.66 5.80 -0.74 -0.574
O -1.34 4.85 -0.29 -0.202
C -1.90 6.17 -0.18 -0.707
H 1.91 2.31 -0.98 0.201
H 1.97 3.81 -1.92 0.217
H 2.36 3.83 -0.18 0.344
H -1.80 6.71 -1.12 0.299
H -1.42 6.72 0.62 0.322
H -2.96 6.03 0.04 0.203
C 2.10 7.20 -2.90 -0.623
O 2.42 8.22 -3.85 -0.291
C 3.21 9.18 -3.39 0.723
O 3.66 9.25 -2.27 -0.540
O 3.43 10.06 -4.37 -0.332
C 4.27 11.15 -4.00 -0.631
H 1.45 6.49 -3.41 0.263
H 3.00 6.69 -2.56 0.298
H 1.57 7.62 -2.05 0.343
H 5.26 10.79 -3.70 0.290
H 3.83 11.72 -3.19 0.293
H 4.37 11.77 -4.88 0.216
C 1.36 3.72 -7.40 -0.603
O 0.25 2.99 -6.87 -0.346
C 0.22 2.93 -5.54 0.798
O 1.03 3.42 -4.79 -0.526
O -0.85 2.23 -5.18 -0.345
C -0.99 2.09 -3.76 -0.444
H 1.25 3.69 -8.48 0.214
H 1.33 4.76 -7.06 0.288
H 2.30 3.26 -7.11 0.284
H -1.08 3.07 -3.29 0.172
H -0.14 1.56 -3.34 0.265
H -1.89 1.52 -3.58 0.236
C -5.62 1.85 5.31 -0.714
O -4.48 2.68 5.07 -0.247
C -3.68 2.81 6.13 0.749
O -3.84 2.31 7.21 -0.543
O -2.66 3.60 5.77 -0.278
C -1.71 3.84 6.81 -0.652
H -6.18 1.83 4.37 0.213
H -5.31 0.84 5.57 0.339
H -6.24 2.26 6.10 0.331
H -1.25 2.90 7.13 0.300
H -2.18 4.33 7.66 0.299
H -0.95 4.49 6.39 0.211


2.
98
Properties=species:S:1:pos:R:3:mulliken_charge:R:1 method="wB97M-V/def2-TZVPD" homo_ev=-13.58 relative_energy_ev=0.000 e_tot_ha=-3090.291128 charge=+2 max_force_ev_per_a=0.5 e_lumo_ev=-7.20
Pd 0.58 2.24 -0.53 -0.838
C 4.89 0.48 1.77 -1.922
C 3.55 -0.18 1.76 0.536
C 3.19 -1.20 2.59 -0.259
C 1.89 -1.77 2.54 -0.390
N 1.01 -1.36 1.66 -0.358
N 1.35 -0.34 0.87 0.638
B 0.27 0.19 -0.12 0.757
N 0.28 -0.62 -1.45 0.287
N 0.02 -1.94 -1.31 -0.114
C 0.08 -2.69 -2.38 0.169
C 0.48 -2.16 -3.63 -0.450
C 0.74 -0.83 -3.78 0.179
C 1.13 -0.22 -5.08 -2.049
C 0.60 -0.04 -2.61 0.620
S 0.82 1.67 -2.72 -0.159
C -0.30 -4.16 -2.28 2.172
C -1.40 -4.43 -3.32 -1.660
C 0.94 -5.01 -2.58 -1.756
C -0.84 -4.50 -0.90 -1.711
N -1.08 0.29 0.63 0.346
N -2.00 -0.64 0.35 -0.557
C -3.09 -0.67 1.08 -0.411
C -3.28 0.24 2.14 -0.499
C -2.35 1.19 2.42 0.449
C -2.50 2.19 3.53 -1.987
C -1.20 1.21 1.59 1.448
S 0.03 2.41 1.75 -0.578
C -4.08 -1.79 0.76 2.450
C -4.19 -1.97 -0.75 -1.439
C -5.47 -1.49 1.33 -2.218
C -3.53 -3.07 1.42 -1.346
C 2.53 0.27 0.89 0.760
S 2.69 1.66 -0.13 -0.356
C 1.44 -2.88 3.48 2.268
C 2.43 -3.10 4.62 -2.259
C 0.07 -2.50 4.05 -1.495
C 1.32 -4.17 2.65 -1.235
H 5.52 0.06 2.55 0.386
H 4.79 1.56 1.94 0.440
H 5.39 0.35 0.81 0.386
H 3.90 -1.56 3.33 0.499
H 0.58 -2.83 -4.48 0.435
H 1.22 -0.98 -5.85 0.405
H 2.08 0.31 -4.99 0.409
H 0.38 0.51 -5.40 0.429
H -1.06 -4.28 -4.34 0.388
H -2.27 -3.79 -3.15 0.271
H -1.72 -5.47 -3.23 0.481
H 1.34 -4.82 -3.58 0.343
H 0.67 -6.07 -2.54 0.486
H 1.73 -4.84 -1.85 0.360
H -1.77 -3.98 -0.70 0.117
H -0.14 -4.24 -0.11 0.063
H -1.03 -5.58 -0.85 0.658
H -4.19 0.20 2.72 0.415
H -3.44 2.04 4.05 0.401
H -2.47 3.20 3.13 0.393
H -1.68 2.10 4.24 0.387
H -4.65 -1.10 -1.22 0.427
H -4.81 -2.84 -0.97 0.456
H -3.21 -2.12 -1.21 0.063
H -5.87 -0.55 0.95 0.463
H -5.48 -1.46 2.42 0.450
H -6.15 -2.28 1.03 0.422
H -2.49 -3.23 1.15 -0.005
H -4.11 -3.93 1.10 0.479
H -3.60 -3.01 2.51 0.361
H 2.56 -2.20 5.23 0.490
H 3.41 -3.42 4.26 0.450
H 2.05 -3.88 5.27 0.408
H 0.12 -1.58 4.63 0.401
H -0.28 -3.30 4.72 0.464
H -0.67 -2.38 3.26 0.127
H 2.29 -4.48 2.25 0.413
H 0.63 -4.03 1.83 -0.021
H 0.95 -4.98 3.28 0.445
C 1.10 5.50 0.95 -1.194
N 1.45 5.96 -0.37 0.169
C 2.58 6.89 -0.45 -1.208
C 0.88 5.43 -1.46 0.725
N 0.23 4.28 -1.41 -0.423
N 1.01 6.14 -2.63 0.070
C 0.88 5.47 -3.91 -1.131
C 0.66 7.56 -2.67 -1.126
H 1.27 6.30 1.67 0.462
H 1.72 4.64 1.25 0.210
H 0.06 5.21 0.99 0.419
H 3.31 6.59 0.30 0.448
H 2.27 7.92 -0.24 0.349
H 3.03 6.84 -1.43 0.388
H -0.28 4.16 -2.28 0.248
H -0.14 5.50 -4.30 0.368
H 1.20 4.43 -3.83 0.339
H 1.53 5.97 -4.63 0.335
H 0.58 7.96 -1.66 0.377
H -0.30 7.69 -3.17 0.371
H 1.42 8.12 -3.21 0.330